*a*
This record from the OMol25 dataset describes a cluster of 2 separate species, C6H14N2 in total. The level of theory is ωB97M-V/def2-TZVPD.

SMILES = C/C=C/N.CC(C)=N
Lowest unoccupied orbital energy = 0.939 eV
HOMO energy = -0.2887 Ha

The geometry in ORCA input format:
```
! RIJCOSX wB97M-V def2-TZVPD def2/J DEFGRID3
* xyz 0 1
N -2.01540 -1.45777 1.40165
N -0.59205 1.94465 0.72901
C -0.53844 -1.73489 -0.48657
C 1.45728 0.78636 1.38339
C 0.59203 1.53425 0.40602
C -0.19259 -1.47601 -1.91694
C 1.16403 1.90429 -0.93285
C -1.64618 -1.27317 0.09710
H 2.01277 1.50651 1.98976
H 0.84487 -1.13669 -1.99336
H 2.16397 0.14403 0.85167
H -1.25217 -1.71504 2.02045
H -2.36808 -0.68111 -0.46702
H 1.86424 1.13643 -1.27136
H -2.59537 -0.70641 1.76835
H -0.29696 -2.39495 -2.50069
H 0.16617 -2.33360 0.08402
H -0.83020 -0.70550 -2.36256
H 0.84161 0.16414 2.03855
H 0.36191 1.99993 -1.67004
H -0.83230 1.63687 1.67687
H 1.69086 2.85770 -0.84543
*
```

Atomic partial charges in e from the Löwdin method, atoms 1 to 6:
1. N 0.033
2. N 0.110
3. C -0.203
4. C -0.058
5. C -0.485
6. C -0.128

---

*b*
This record from the OMol25 dataset describes a cluster of 2 separate species, C6H14N2 in total. The level of theory is ωB97M-V/def2-TZVPD.

SMILES = C/N=C\N.C=C(C)C
Lowest unoccupied orbital energy = 0.839 eV
HOMO energy = -0.3366 Ha

The geometry in ORCA input format:
```
! RIJCOSX wB97M-V def2-TZVPD def2/J DEFGRID3
* xyz 0 1
N 0.08979 -1.04412 -2.10175
N 1.46186 0.88542 -1.53704
C 0.27238 0.20149 -1.84892
C -0.74100 0.45578 1.89504
C -1.20523 1.88032 1.62802
C 0.49136 0.20435 2.36683
C 1.21412 -1.98293 -2.05473
C -1.74177 -0.62997 1.58690
H 2.05524 -1.65435 -1.39846
H -2.16892 2.11370 2.13225
H -2.72161 -0.44894 2.08772
H -1.35433 -1.62212 1.86106
H 2.25917 0.29467 -1.24486
H 0.82002 -0.79900 2.58192
H 1.61096 -2.11456 -3.09391
H 1.19914 1.02684 2.53337
H -0.47532 2.59762 1.94631
H -1.98558 -0.64525 0.51305
H 0.82812 -2.90255 -1.68546
H -0.62371 0.84229 -1.87855
H 1.34270 1.65654 -0.88968
H -1.38655 1.99177 0.56787
*
```

Atomic partial charges in e from the Löwdin method, atoms 1 to 6:
1. N -0.047
2. N 0.068
3. C -0.315
4. C -0.426
5. C -0.076
6. C 0.020

---

Most stable pick: *a*. Distance to second place: 4.0 kcal/mol.

---

*a*
This record from the OMol25 dataset describes the molecule C6H14N2. The level of theory is ωB97M-V/def2-TZVPD.

SMILES = C=CCCNCCN
Lowest unoccupied orbital energy = 1.096 eV
HOMO energy = -0.3055 Ha

The geometry in ORCA input format:
```
! RIJCOSX wB97M-V def2-TZVPD def2/J DEFGRID3
* xyz 0 1
N 0.21273 -1.78170 0.78560
N 1.34918 1.46210 0.57446
C -0.99190 -1.62533 0.01560
C 1.74426 0.15792 1.14604
C -0.79113 1.75146 -1.76854
C -0.92019 -0.81339 -1.24675
C -1.35205 0.65365 -1.21452
C 0.53110 -0.67268 1.69471
H -2.39380 0.81228 -0.89059
H 0.52049 -0.93359 2.62625
H 2.41312 0.38444 2.04576
H 1.32522 2.16944 1.34553
H 0.07292 2.06524 -2.30957
H 0.99823 -2.13087 0.16940
H 2.23839 -0.33374 0.30359
H -1.41976 2.60937 -1.78359
H -1.84983 -1.04404 0.66895
H -0.45341 -0.02324 1.88218
H 0.06506 -0.83882 -1.77803
H -1.49153 -2.54994 -0.16632
H -1.72027 -1.18503 -2.01019
H 1.91316 1.86645 -0.09000
*
```

Atomic partial charges in e from the Löwdin method, atoms 1 to 6:
1. N -0.090
2. N -0.016
3. C -0.292
4. C -0.232
5. C -0.027
6. C -0.219

---

*b*
This record from the OMol25 dataset describes a structure of composition C6H14N2. The level of theory is ωB97M-V/def2-TZVPD.

Lowest unoccupied orbital energy = 0.866 eV
HOMO energy = -0.2859 Ha

The geometry in ORCA input format:
```
! RIJCOSX wB97M-V def2-TZVPD def2/J DEFGRID3
* xyz 0 1
N 0.96671 -1.88199 1.79108
N 0.84384 1.58122 0.04681
C 2.55524 -1.06504 0.03198
C 1.28051 -1.18693 0.78974
C -2.34888 1.20025 0.11327
C 0.16167 0.66684 0.65027
C -1.07430 0.05536 -1.74936
C -1.38639 0.09961 -0.27058
H -0.48200 -0.82516 -2.01444
H 3.41908 -1.12052 0.69973
H 0.09952 -0.59857 0.21089
H -1.91732 2.17843 -0.11647
H 1.16664 2.28892 0.70079
H -0.50613 0.94648 -2.03429
H 2.56640 -0.11375 -0.50694
H 1.74833 -2.44620 2.14718
H -0.13335 0.65044 1.70042
H -1.99318 0.02932 -2.34310
H -1.71025 -0.86434 0.12989
H -3.28300 1.10340 -0.45077
H 2.61742 -1.87089 -0.70433
H -2.59057 1.17312 1.17823
*
```

Atomic partial charges in e from the Löwdin method, atoms 1 to 6:
1. N 0.097
2. N 0.035
3. C -0.074
4. C -0.337
5. C -0.106
6. C -0.321

---

Most stable pick: *a*. Distance to second place: 26.7 kcal/mol.

---

*a*
This record from the OMol25 dataset describes a cluster of 2 separate species, C6H14N2 in total. The level of theory is ωB97M-V/def2-TZVPD.

SMILES = [H]/N=C\C.C=CCNC
Lowest unoccupied orbital energy = 1.004 eV
HOMO energy = -0.3032 Ha

The geometry in ORCA input format:
```
! RIJCOSX wB97M-V def2-TZVPD def2/J DEFGRID3
* xyz 0 1
N 1.30776 1.70587 0.79190
N -0.84989 0.65479 -0.19157
C 1.87078 -0.01446 -0.95840
C -1.17575 -0.70813 0.22871
C 0.26810 -2.25636 1.55619
C 1.20385 1.22208 -0.42669
C -0.42137 -1.13227 1.45180
C -1.80500 1.20311 -1.14089
H -0.57532 1.30290 0.65161
H 1.22231 -0.49934 -1.68778
H 0.81021 -2.50870 2.45401
H 0.98188 1.96192 -1.19698
H 0.34531 -2.95443 0.73471
H -0.47022 -0.44105 2.28493
H -1.53131 2.23154 -1.37198
H 1.77357 1.05538 1.42587
H 2.08744 -0.72269 -0.16106
H -2.83480 1.18502 -0.76185
H 2.79401 0.26836 -1.46365
H -1.77928 0.61843 -2.06437
H -0.96824 -1.38602 -0.60636
H -2.25402 -0.78596 0.45183
*
```

Atomic partial charges in e from the Löwdin method, atoms 1 to 6:
1. N 0.000
2. N -0.187
3. C -0.076
4. C -0.237
5. C -0.002
6. C -0.363

---

*b*
This record from the OMol25 dataset describes a structure of composition C6H14N2. The level of theory is ωB97M-V/def2-TZVPD.

Lowest unoccupied orbital energy = 0.802 eV
HOMO energy = -0.2878 Ha

The geometry in ORCA input format:
```
! RIJCOSX wB97M-V def2-TZVPD def2/J DEFGRID3
* xyz 0 1
N -1.80660 -0.88316 -0.95078
N -0.36223 1.07936 -0.53590
C 0.67894 0.00141 -0.04812
C 1.25902 -0.99907 -1.04788
C 0.86344 -0.46611 1.39069
C 1.71727 1.32228 -0.24500
C -1.26340 0.18660 -0.20200
C -2.38900 0.79753 0.62553
H 0.52098 0.29082 2.09215
H 0.36440 -1.42140 1.55776
H -1.17244 -1.46593 -1.47104
H -3.21710 1.05029 -0.03598
H 0.72851 -1.94930 -0.99360
H 1.16849 -0.63240 -2.06723
H 2.67428 0.87369 0.02563
H 1.50771 2.15050 0.42164
H 1.91972 -0.63897 1.59931
H -2.45889 -1.50819 -0.49999
H 2.30221 -1.22595 -0.82997
H -2.79536 0.09482 1.35456
H 1.81439 1.64791 -1.27492
H -2.05433 1.69525 1.13513
*
```

Atomic partial charges in e from the Löwdin method, atoms 1 to 6:
1. N 0.143
2. N 0.057
3. C -0.516
4. C -0.079
5. C -0.058
6. C -0.072

---

*c*
This record from the OMol25 dataset describes a structure of composition C6H14N2. The level of theory is ωB97M-V/def2-TZVPD.

Lowest unoccupied orbital energy = 0.831 eV
HOMO energy = -0.2284 Ha

The geometry in ORCA input format:
```
! RIJCOSX wB97M-V def2-TZVPD def2/J DEFGRID3
* xyz 0 1
N -0.88777 -0.18946 0.40259
N -1.52688 1.73993 -1.13941
C 0.48641 0.29270 -1.35546
C 0.92184 0.08500 0.00562
C -1.33214 -1.57404 0.48294
C -0.98440 0.43386 -1.10500
C 1.19449 1.27972 0.90959
C 1.86096 -1.06139 0.31701
H 2.11174 1.76402 0.56936
H -1.64441 -0.24713 -1.66042
H -2.40361 -1.66344 0.27046
H -0.79165 -2.15021 -0.26999
H 0.73955 -0.49674 -2.05764
H 1.90267 -1.28523 1.38512
H 1.59344 -1.96336 -0.23117
H -2.48310 1.88152 -0.84479
H 0.40449 2.02751 0.85590
H 1.31105 0.99863 1.96138
H 2.86526 -0.76538 0.00328
H -1.13294 -1.98906 1.47197
H -1.34441 0.38840 1.11076
H -0.86059 2.49415 -1.08210
*
```

Atomic partial charges in e from the Löwdin method, atoms 1 to 6:
1. N -0.068
2. N 0.052
3. C -0.143
4. C -0.422
5. C -0.097
6. C -0.373

---

Most stable pick: *a*. Distance to second place: 24.6 kcal/mol.

---

*a*
This record from the OMol25 dataset describes a cluster of 2 separate species, C3H2F4O in total. The level of theory is ωB97M-V/def2-TZVPD.

Lowest unoccupied orbital energy = 0.435 eV
HOMO energy = -0.3750 Ha

The geometry in ORCA input format:
```
! RIJCOSX wB97M-V def2-TZVPD def2/J DEFGRID3
* xyz 0 1
F -2.03956 -2.16873 1.05229
F -1.39220 0.67158 -0.94110
F 2.93557 -0.03251 0.62113
F -1.98109 0.85173 1.17308
O 2.20857 1.53615 -0.72453
C -1.68201 -1.33582 0.04859
C 2.45615 0.31030 -0.64705
C -1.67527 -0.02490 0.13430
H 2.46178 2.16358 0.06128
H -1.29193 -1.97140 -0.77799
*
```

Atomic partial charges in e from the Löwdin method, atoms 1 to 6:
1. F 0.017
2. F 0.120
3. F -0.064
4. F 0.083
5. O 0.053
6. C -0.063

---

*b*
This record from the OMol25 dataset describes a cluster of 2 separate species, C3H2F4O in total. The level of theory is ωB97M-V/def2-TZVPD.

SMILES = OC(F)(F)F.C#CF
Lowest unoccupied orbital energy = 0.065 eV
HOMO energy = -0.4167 Ha

The geometry in ORCA input format:
```
! RIJCOSX wB97M-V def2-TZVPD def2/J DEFGRID3
* xyz 0 1
F 3.13252 -0.65740 -0.67444
F 1.36008 0.43900 0.11166
F -0.77482 -0.58169 0.38662
F 2.01872 -1.32164 1.06454
O 1.22920 -1.50156 -1.04321
C -1.97719 -0.16449 -0.04716
C 1.93859 -0.82926 -0.16756
C -2.80288 0.19252 -0.88534
H -3.76287 0.50204 -1.17069
H 0.21848 -1.39841 -0.89619
*
```

Atomic partial charges in e from the Löwdin method, atoms 1 to 6:
1. F 0.194
2. F 0.054
3. F 0.032
4. F 0.159
5. O 0.149
6. C -0.133

---

*c*
This record from the OMol25 dataset describes the molecule C3H2F4O. The level of theory is ωB97M-V/def2-TZVPD.

Lowest unoccupied orbital energy (alpha / beta) = -1.363 / -1.372 eV
HOMO energy (alpha / beta) = -0.2980 / -0.2975 Ha

The geometry in ORCA input format:
```
! RIJCOSX wB97M-V def2-TZVPD def2/J DEFGRID3
* xyz 0 1
F -1.85401 0.49769 -0.88788
F 0.80634 -1.28992 2.14547
F 0.10971 1.43705 -0.78482
F 0.76878 -0.21664 -2.62115
O -0.43615 -0.26243 0.60997
C 0.90686 -0.38225 1.09669
C 0.01284 -0.78323 -1.69188
C -0.47994 0.31128 -0.76764
H 1.41305 0.49446 1.66225
H -1.24748 0.19399 1.23900
*
```

Atomic partial charges in e from the Löwdin method, atoms 1 to 6:
1. F 0.089
2. F -0.073
3. F 0.216
4. F 0.050
5. O -0.038
6. C -0.190

---

*d*
This record from the OMol25 dataset describes the molecule C3H2F4O. The level of theory is ωB97M-V/def2-TZVPD.

SMILES = O[C@@]1(F)[C@H](F)C1(F)F
Lowest unoccupied orbital energy = 0.499 eV
HOMO energy = -0.4020 Ha

The geometry in ORCA input format:
```
! RIJCOSX wB97M-V def2-TZVPD def2/J DEFGRID3
* xyz 0 1
F -1.64432 -1.29048 1.56829
F 0.94418 -1.88995 2.02863
F -0.18040 0.81772 2.10920
F 1.44185 -1.56818 -0.12962
O 0.34754 0.96545 -0.14000
C 0.65705 -1.19499 0.93480
C -0.77396 -0.98891 0.58508
C 0.10309 0.17274 0.83592
H -1.18550 -1.17630 -0.51963
H 0.94734 1.71772 -0.05954
*
```

Atomic partial charges in e from the Löwdin method, atoms 1 to 6:
1. F 0.076
2. F 0.172
3. F 0.046
4. F 0.110
5. O 0.172
6. C -0.386

---

Most stable pick: *d*. Distance to second place: 14.3 kcal/mol.